--- one ---
The following is a quantum chemistry calculation of 9 unconnected molecules or ions with the total composition C10H38N8O9, from the OMol25 dataset.

Last column: Mulliken charge in e.
CARTESIAN COORDINATES (ANGSTROEM)
N (4.21, -2.11, -0.09)  -0.3580
C (4.83, -2.08, 1.13)  0.6705
N (6.07, -1.48, 1.08)  -0.4108
O (4.42, -2.64, 2.13)  -0.6368
H (4.57, -1.60, -0.87)  0.1540
H (3.45, -2.73, -0.30)  0.2275
H (6.42, -1.09, 0.23)  0.1466
H (6.64, -1.51, 1.90)  0.2214
N (0.54, 4.12, -1.13)  -0.3876
C (1.67, 3.35, -1.25)  0.7054
N (2.73, 4.05, -0.78)  -0.4412
O (1.72, 2.26, -1.81)  -0.5909
H (-0.34, 3.75, -1.44)  0.2190
H (0.57, 5.05, -0.75)  0.1482
H (3.64, 3.62, -0.81)  0.2264
H (2.65, 5.02, -0.56)  0.1390
N (-2.32, 1.89, 2.06)  -0.3263
C (-2.70, 1.36, 3.25)  0.5564
N (-2.81, 2.30, 4.24)  -0.3994
O (-2.90, 0.16, 3.40)  -0.6613
H (-2.07, 1.23, 1.36)  0.1281
H (-2.39, 2.88, 1.91)  0.1725
H (-2.70, 3.28, 4.07)  0.1560
H (-3.17, 1.98, 5.12)  0.2477
N (1.07, -3.24, 3.01)  -0.2773
C (-0.15, -3.54, 2.48)  0.6932
N (-0.99, -4.09, 3.41)  -0.4229
O (-0.31, -3.35, 1.27)  -0.7178
H (1.75, -2.60, 2.63)  0.1592
H (1.17, -3.57, 3.95)  0.1101
H (-1.96, -4.04, 3.17)  0.2375
H (-0.72, -4.21, 4.36)  0.1683
C (0.56, -0.35, 0.12)  -1.0300
C (-0.73, -0.21, -0.65)  1.3635
O (-1.37, -1.47, -0.76)  -0.4163
H (0.39, -0.50, 1.18)  0.2064
H (1.26, 0.47, -0.08)  0.3676
H (1.10, -1.20, -0.31)  0.3490
H (-0.52, 0.19, -1.64)  -0.7082
H (-1.40, 0.57, -0.28)  -0.1026
H (-1.10, -2.01, -0.01)  0.2632
C (-0.34, 1.42, -4.32)  -0.4476
O (-1.72, 1.11, -4.42)  -0.5263
H (0.20, 1.15, -5.23)  0.3334
H (-0.24, 2.47, -4.06)  0.1831
H (0.21, 0.86, -3.56)  0.1125
H (-1.80, 0.16, -4.35)  0.2790
C (-4.52, -0.54, -2.22)  -0.3873
O (-4.04, -0.38, -0.90)  -0.4980
H (-3.78, -0.29, -2.99)  0.0267
H (-4.79, -1.58, -2.43)  0.2436
H (-5.45, -0.01, -2.42)  0.3230
H (-3.25, -0.93, -0.84)  0.3192
C (1.95, 2.43, 2.27)  -0.2131
O (1.99, 3.02, 3.57)  -0.5654
H (1.07, 2.72, 1.69)  0.1043
H (2.78, 2.71, 1.63)  0.1960
H (1.93, 1.35, 2.40)  0.1452
H (1.75, 2.32, 4.19)  0.3384
C (-2.33, -2.87, -3.82)  -0.6796
O (-1.26, -1.99, -3.61)  -0.5443
H (-2.02, -3.51, -4.65)  0.2948
H (-2.53, -3.50, -2.95)  0.2568
H (-3.22, -2.38, -4.22)  0.2529
H (-1.36, -1.64, -2.71)  0.3034

Its gap between HOMO and LUMO is 9.8 eV. As for the SMILES: NC(N)=O.NC(N)=O.NC(N)=O.NC(N)=O.CCO.CO.CO.CO.CO. As for the HOMO energy: -0.3485 hartree.

--- two ---
The following is a quantum chemistry calculation of 9 unconnected molecules or ions with the total composition C10H38N8O9, from the OMol25 dataset.

Last column: Mulliken charge in e.
CARTESIAN COORDINATES (ANGSTROEM)
N (1.74, 2.54, 0.66)  -0.3166
C (2.24, 2.59, 1.89)  0.1688
N (2.03, 3.70, 2.61)  -0.5073
O (2.94, 1.50, 2.38)  -0.7608
H (1.81, 1.59, 0.22)  0.3305
H (1.77, 3.48, 0.25)  0.2180
H (2.63, 3.86, 3.40)  0.2483
H (1.53, 4.57, 2.41)  0.2775
N (-2.42, -2.11, -0.64)  -0.2482
C (-3.18, -1.72, -1.59)  0.3668
N (-4.37, -2.26, -1.62)  -0.3740
O (-2.81, -0.77, -2.54)  -0.7790
H (-1.51, -1.62, -0.61)  0.2372
H (-2.36, -3.05, -0.40)  0.2641
H (-5.23, -2.00, -2.19)  0.2981
H (-4.50, -2.98, -0.84)  0.2045
N (-0.17, -0.63, -1.31)  0.6659
C (0.79, -0.87, -0.53)  0.0461
N (0.92, -0.06, 0.51)  0.3118
O (1.68, -1.90, -0.72)  -0.8414
H (-0.24, -1.31, -2.11)  -0.1159
H (-0.93, 0.09, -1.28)  0.2067
H (1.48, -0.32, 1.30)  0.2543
H (0.21, 0.60, 0.82)  0.0364
N (-0.77, 1.94, 1.46)  -0.4488
C (-1.19, 1.95, 2.70)  0.2527
N (-0.38, 2.60, 3.48)  -0.1873
O (-2.39, 1.43, 3.09)  -0.7606
H (-1.41, 1.63, 0.70)  0.2117
H (0.22, 2.29, 1.22)  0.6477
H (-0.56, 2.72, 4.48)  0.2762
H (0.45, 3.11, 3.21)  0.2156
C (1.85, 1.30, -3.57)  -0.6496
C (2.44, -0.13, -3.77)  -0.0290
O (1.71, -0.79, -4.80)  -0.6101
H (2.27, 2.10, -4.11)  0.5268
H (1.73, 1.47, -2.48)  -0.2052
H (0.84, 1.48, -3.85)  0.3041
H (2.41, -0.74, -2.85)  -0.0416
H (3.49, -0.12, -3.93)  0.3960
H (0.97, -1.13, -4.35)  0.3513
C (1.76, -0.76, 4.47)  -0.5824
O (2.31, -0.83, 3.17)  -0.5370
H (1.16, 0.21, 4.50)  0.0730
H (2.45, -0.61, 5.34)  0.3092
H (1.03, -1.54, 4.75)  0.2946
H (2.76, 0.02, 3.03)  0.4086
C (-0.94, -1.95, 2.69)  -0.3888
O (-1.89, -3.03, 2.74)  -0.5452
H (-1.15, -1.07, 3.27)  0.3243
H (-0.95, -1.71, 1.52)  0.0677
H (0.05, -2.17, 2.96)  0.2308
H (-2.10, -3.20, 3.62)  0.2614
C (0.03, -3.72, -2.99)  -0.6570
O (-0.59, -2.47, -3.35)  -0.5761
H (0.78, -3.59, -2.11)  0.2299
H (0.67, -4.09, -3.83)  0.2773
H (-0.68, -4.45, -2.81)  0.3427
H (-1.24, -2.63, -4.00)  0.2577
C (-1.26, 2.46, -1.56)  -0.4059
O (-2.13, 1.53, -0.99)  -0.7004
H (-1.44, 3.53, -1.31)  0.3237
H (-1.30, 2.48, -2.69)  0.3364
H (-0.23, 2.22, -1.46)  -0.1154
H (-2.84, 1.35, -1.64)  0.3290

Its gap between HOMO and LUMO is 8.6 eV. As for the SMILES: NC(N)=O.NC(N)=O.NC(N)=O.NC(N)=O.CCO.CO.CO.CO.CO. As for the HOMO energy: -0.3256 hartree.

Energies, relative to the best one, in kcal/mol: one 0.0; two 125.6.